[1]
The following is a DFT calculation (ωB97M-V/def2-TZVPD) of a molecular structure, C15H26F4MnN4O7P2S.

Element x y z (Å)
Mn1 0.23722 0.44952 -1.02162
C1 -2.21908 0.25312 -2.82272
C2 -2.63028 1.59982 -2.23462
N1 -1.77148 1.93512 -1.09192
C3 -2.37728 1.55552 0.19658
C4 -3.60748 2.35602 0.64408
C5 -1.30388 3.32422 -1.13032
C6 -0.03378 3.50252 -0.29742
N2 0.90702 2.51372 -0.75962
C7 2.16962 2.50652 -0.35022
C8 3.02922 1.57492 -0.99962
F1 2.38602 0.79422 -1.96092
C9 4.34442 1.39132 -0.65772
F2 5.09862 0.48702 -1.30002
C10 4.91472 2.13702 0.36758
C11 4.11542 3.07092 1.01158
F3 4.64952 3.77872 2.02358
C12 2.79942 3.28872 0.65918
F4 2.08432 4.22432 1.33178
H1 -2.72468 0.07272 -3.76862
H2 -2.47188 -0.55418 -2.13642
H3 -1.11718 0.25932 -3.00032
H4 -3.68488 1.56532 -1.94382
H5 -2.52008 2.37092 -3.00082
H6 -1.60528 1.65432 0.96228
H7 -2.65008 0.49892 0.12798
H8 -3.40198 3.42372 0.66498
H9 -3.88388 2.04422 1.65008
H10 -4.45768 2.17392 -0.00832
H11 -2.07568 4.03222 -0.80572
H12 -1.03358 3.54862 -2.16482
H13 -0.23978 3.38962 0.77508
H14 0.35602 4.51532 -0.46102
H15 5.93032 1.97342 0.68068
C13 -0.42888 -3.68138 2.22098
C14 -0.92808 -2.34308 1.71388
O1 -2.06138 -1.91218 2.44878
P1 0.30912 -1.02168 2.08608
O2 -0.00898 -0.62248 3.57978
O3 1.75422 -1.62228 2.24888
O4 0.26742 0.16682 1.18548
P2 -1.47448 -2.34368 -0.07632
O5 -1.39218 -3.91828 -0.50842
O6 -2.89558 -1.90468 -0.06622
O7 -0.50648 -1.62408 -0.97152
H16 -0.10388 -3.58208 3.25678
H17 0.40222 -4.02298 1.60878
H18 -1.23388 -4.41188 2.17478
H19 -2.77028 -1.78318 1.78268
H20 -0.94818 -0.72488 3.77048
H21 2.24002 -1.63608 1.38578
H22 -2.28108 -4.27108 -0.51872
N3 2.40782 -4.39378 0.04788
C15 2.00052 -3.40628 -0.78262
N4 1.15492 -3.71628 -1.77502
S1 2.59152 -1.85968 -0.58722
H23 2.22612 -5.35828 -0.18722
H24 3.20562 -4.20098 0.63268
H25 0.64542 -4.58708 -1.72472
H26 0.61652 -2.93018 -2.12472

Force components x, y, z for each atom (eV/Å):
-0.3087 0.5247 1.0552
0.1273 0.2302 0.1738
0.1096 -0.2932 -0.3078
0.0558 -0.2348 -0.0123
-0.2181 0.1588 0.3692
0.2707 -0.1564 -0.2431
0.4546 0.1404 0.2126
-0.0543 -0.1323 -0.0349
-0.6644 -0.9118 -0.4064
0.9211 0.1357 0.1923
-0.5080 0.1058 0.1630
0.7076 0.2843 0.2546
0.0674 0.0634 0.1518
-0.1087 -0.0528 -0.0692
-0.2596 0.0152 -0.0347
0.1275 -0.1678 -0.1930
-0.1547 0.0034 -0.1354
-0.1734 -0.2307 -0.2504
0.1467 -0.1497 -0.0233
0.0614 -0.0582 -0.1400
0.1167 -0.0146 -0.0656
-0.5835 -0.0977 -0.1606
0.0350 0.0782 -0.0552
-0.0610 -0.0036 0.1228
-0.0359 -0.1191 -0.0723
0.0914 0.0228 0.0488
-0.0646 0.0680 0.0821
-0.0237 -0.0093 0.0265
-0.1412 0.0627 -0.0308
0.0144 -0.0348 -0.1037
-0.0842 -0.0013 0.0559
-0.1151 0.1471 -0.0280
-0.1946 -0.0409 0.0932
0.1454 -0.0045 -0.0327
-0.0339 -0.0254 0.0019
0.3960 0.4646 -0.3995
-0.5892 0.0366 0.2852
0.6215 0.4506 0.1059
0.1458 -0.2151 0.1197
-0.4491 -0.0577 0.3388
-0.1767 -0.1561 -0.6844
-0.2031 -0.3929 -0.1525
0.3427 0.5082 0.0531
-0.1574 -0.0589 0.2515
0.3795 0.6845 -0.2270
0.0515 -0.0541 0.0091
0.0692 -0.0844 0.0976
-0.0397 -0.0294 -0.0257
-0.0282 0.0610 0.1336
-0.3262 -0.0340 0.0173
0.0804 -0.0884 -0.1064
-0.4371 -0.1932 0.0149
-0.0844 -0.2019 -0.2561
0.1376 -0.3945 -0.0646
0.0853 -0.1386 0.0972
0.4868 0.5868 -0.3138
0.0148 0.0702 0.0581
-0.1111 0.0094 -0.0513
0.0191 0.0896 0.0083
0.1066 -0.1638 0.0867

As for the spin multiplicity: 6. The expectation value of S² is 8.75. Its LUMO energy (spin up / spin down) is 0.12 / 0.11 eV. The HOMO energy (spin up / spin down) is -0.2541 / -0.2580 hartree. For the molar mass, the calculation gives 599.34 Da. Its charge is 0. The value obtained for the relative energy (zero: lowest compared OMol25 entry of this formula, charge and spin) is 0.000 eV. The value obtained for the frontier orbital gap (spin up / spin down) is 7.04 / 7.13 eV. Its calculated total energy is -3964.5392 Ha.

Here are the Löwdin charges for atoms 1 to 5, given in e: number 1, Mn, carries 0.979; number 2, C, carries -0.076; number 3, C, carries -0.226; number 4, N, carries -0.219; number 5, C, carries -0.239

[2]
The following is a DFT calculation (ωB97M-V/def2-TZVPD) of 3 unconnected molecules or ions with the total composition C15H26N2O10S2.

Element x y z (Å)
C1 3.29271 0.19486 -0.32509
O1 2.01833 -0.54105 -0.36377
C2 1.41674 -0.53653 -1.71086
C3 -0.21376 -0.77150 -1.51460
C4 -1.12626 0.06435 -2.58644
C5 -2.34233 0.94898 -1.94597
C6 -2.87683 1.94676 -3.17865
N1 -3.34479 2.94887 -3.88791
C7 -3.69342 0.04716 -1.54853
C8 -3.40649 -1.10014 -0.41577
N2 -3.06965 -2.20697 0.21417
C9 -1.96519 1.82305 -0.61724
C10 -0.46981 2.48549 -0.59925
C11 -0.08349 3.39366 -1.90674
O2 1.38541 3.68082 -1.81939
H1 3.88151 0.19363 -1.34799
H2 3.05438 1.29197 0.05971
H3 3.96482 -0.31974 0.49271
H4 1.90950 -1.31464 -2.45503
H5 1.56326 0.52825 -2.18306
H6 -0.41345 -1.92885 -1.66796
H7 -0.52629 -0.55453 -0.38328
H8 -1.62877 -0.74930 -3.30080
H9 -0.38445 0.66649 -3.28078
H10 -4.43019 0.83734 -1.04043
H11 -4.25671 -0.34233 -2.49946
H12 -2.08107 1.21374 0.40116
H13 -2.75416 2.70773 -0.53072
H14 -0.44433 3.22650 0.33686
H15 0.39848 1.69922 -0.37367
H16 -0.23084 2.81553 -2.93507
H17 -0.68432 4.39667 -2.00659
H18 1.79512 3.04817 -2.50585
C12 -4.02812 -5.12024 2.04227
C13 -2.91472 -6.11265 2.36658
O3 -3.57629 -7.24812 2.91960
S1 -5.04534 -7.39516 2.22628
O4 -4.94545 -8.36571 1.15896
O5 -6.03833 -7.47482 3.27224
O6 -5.11325 -5.90966 1.55801
H19 -4.36361 -4.59611 2.94298
H20 -3.72280 -4.38889 1.28916
H21 -2.18826 -5.70686 3.07465
H22 -2.39590 -6.43385 1.45719
C14 5.82805 3.17467 3.11948
C15 4.74522 4.17184 2.71595
O7 5.07530 4.56300 1.38523
S2 5.78563 3.30710 0.62458
O8 4.77911 2.62697 -0.15993
O9 7.04177 3.75849 0.07254
O10 6.09398 2.40577 1.94762
H23 6.75089 3.68938 3.40581
H24 5.50632 2.52438 3.93733
H25 4.71268 5.04143 3.37665
H26 3.75944 3.69535 2.69315

Force components x, y, z for each atom (eV/Å):
0.3063 0.4841 0.9087
0.6165 0.2769 -2.2084
-0.8806 0.8867 0.1430
0.1775 -1.0482 0.4702
0.1651 -1.3458 -0.6633
-0.3652 -0.0589 -0.6328
-3.3700 7.6859 -3.4381
4.4085 -9.5495 6.4450
-0.4604 1.0395 1.0252
2.8641 -8.4071 2.7238
-3.3001 10.7056 -5.7520
0.0878 1.1342 0.4546
0.1569 0.7434 0.5640
0.4060 -0.7973 -0.6520
-1.1239 -1.6625 -1.7483
-1.3343 0.0617 2.0208
0.6214 -2.3457 -1.1777
-1.3186 0.9590 -1.6734
-0.9850 1.3819 1.6907
-0.2020 -1.8001 0.7965
0.3057 2.4388 0.3551
0.9069 -0.2987 -2.5640
0.9625 1.9195 1.4431
-1.8257 -0.8278 1.5256
1.5657 -1.8484 -1.0267
1.3322 0.2158 2.0245
0.1677 0.8967 -2.4825
1.5984 -1.8853 -0.3031
-0.0833 -1.5979 -1.9982
-2.0148 1.5757 -0.8024
-0.0749 1.1185 2.2845
1.2123 -1.9534 0.4980
-0.7801 1.6369 1.7832
0.4424 0.4553 0.4254
0.2306 0.3537 -0.6175
-1.1043 0.0488 -0.0474
-0.2287 -0.2906 -0.1022
-0.4259 1.1840 1.4428
1.2639 -0.1871 -1.3786
0.2004 -1.1635 0.1789
0.0847 -0.0263 -0.0597
-0.2091 -0.2347 0.0344
-0.2438 -0.2311 0.0451
-0.0111 0.1170 0.0663
0.1365 0.5271 0.4796
-0.3814 -0.4551 0.4005
0.8494 -0.6486 -0.3898
0.1575 0.1254 -0.4354
1.7169 0.9556 0.8039
-1.8056 -0.6169 0.4885
-0.5503 0.4224 -0.8346
-0.1102 -0.0205 0.0186
0.0537 -0.0547 -0.3231
0.1139 -0.0237 -0.3227
0.0781 0.0292 0.0932

Its LUMO energy is 0.06 eV. The HOMO energy is -0.3656 hartree. For the molar mass, the calculation gives 458.51 Da. Its charge is 0. The value obtained for the frontier orbital gap is 10.00 eV. Its calculated total energy is -2245.0709 Ha.

Here are the Löwdin charges for atoms 1 to 5, given in e: number 1, C, carries -0.124; number 2, O, carries -0.269; number 3, C, carries -0.212; number 4, C, carries -0.161; number 5, C, carries -0.157

[3]
The following is a DFT calculation (ωB97M-V/def2-TZVPD) of a molecular structure, C15H27GeN5O2SSeV.

Element x y z (Å)
V1 0.66746 1.34467 -0.08410
N1 4.14541 3.50570 -1.10495
C1 2.86983 3.08673 -0.95248
S1 2.48143 1.43197 -1.44344
N2 1.97865 3.86957 -0.44455
N3 0.74920 3.26770 -0.30868
C2 -0.26574 4.07629 -0.33669
C3 -1.62657 3.64964 -0.43250
C4 -2.67081 4.58993 -0.41929
C5 -3.97253 4.19956 -0.61474
C6 -4.26637 2.85049 -0.83330
C7 -3.26040 1.91015 -0.87123
C8 -1.92834 2.29026 -0.68198
O1 -0.95959 1.38666 -0.75198
H1 4.73683 2.99906 -1.73934
H2 4.32485 4.49022 -0.98722
H3 -0.04176 5.13979 -0.36632
H4 -2.42874 5.63393 -0.25954
H5 -4.76769 4.93211 -0.60973
H6 -5.29294 2.54113 -0.97791
H7 -3.46629 0.86314 -1.05549
C9 -2.53774 -3.41957 0.96032
Ge1 -1.16244 -4.11314 -0.26388
C10 -1.72439 -3.85997 -2.13393
C11 -0.80634 -6.02400 0.04035
C12 0.42854 -2.94648 0.16242
Se1 0.05276 -1.17996 -0.61481
C13 1.01042 -1.49764 -2.27297
H8 -3.52119 -3.81386 0.70576
H9 -2.57693 -2.33104 0.89405
H10 -2.31603 -3.69874 1.99080
H11 -2.71477 -4.29906 -2.25983
H12 -1.04958 -4.35960 -2.82951
H13 -1.78751 -2.80462 -2.39318
H14 -1.72525 -6.57630 -0.15956
H15 -0.50234 -6.22608 1.06658
H16 -0.03476 -6.39331 -0.63434
H17 1.39019 -3.29369 -0.20981
H18 0.49932 -2.82310 1.24248
H19 0.65092 -2.42799 -2.70415
H20 2.07581 -1.55774 -2.06503
H21 0.81356 -0.66743 -2.94623
C14 3.94102 0.12743 1.79304
N4 3.05862 0.44663 2.91059
C15 1.80097 0.85735 2.74020
N5 1.01903 1.00585 3.82540
O2 1.33211 1.09826 1.59914
H22 4.96987 0.17050 2.13890
H23 3.80678 0.85752 1.00193
H24 3.73303 -0.86664 1.39507
H25 3.35270 0.16630 3.83051
H26 1.39186 0.94072 4.75580
H27 0.12593 1.45068 3.70936

Force components x, y, z for each atom (eV/Å):
1.2142 -1.3319 -1.2185
0.0762 0.0494 0.0082
-0.4886 -0.3332 -0.0527
0.6101 -0.0443 -0.3789
0.5439 0.6695 0.1894
-0.4893 1.5071 0.0395
0.5145 0.0791 -0.0785
-0.2973 -0.4556 -0.0739
0.1717 0.0146 0.0469
-0.1370 0.0209 0.0040
0.0760 0.0816 0.0407
0.1955 -0.2363 -0.0427
-0.4034 0.8684 0.0007
-2.0464 -0.0661 -0.4176
0.0170 0.0091 -0.0031
-0.0081 0.0038 -0.0089
0.0066 0.0056 -0.0451
-0.0122 -0.0005 -0.0028
0.0120 -0.0023 0.0243
0.0039 -0.0038 -0.0222
-0.0290 0.0268 -0.0091
0.1347 -0.1120 -0.1501
0.0423 0.0458 0.0391
0.1067 -0.0517 0.2229
-0.0091 0.3079 0.0129
-0.2131 -0.0023 -0.0734
-0.1040 -0.9117 -0.1647
0.0599 0.0308 -0.0116
0.0017 0.0053 -0.0056
-0.0254 -0.0075 -0.0154
0.0216 -0.0063 -0.0058
0.0049 -0.0037 0.0167
0.0210 -0.0005 0.0256
-0.0255 0.0276 -0.0025
0.0087 -0.0075 0.0073
0.0048 0.0178 0.0041
0.0098 0.0238 -0.0025
0.0140 -0.0083 -0.0208
0.0007 -0.0288 0.0303
-0.0328 0.0185 -0.0147
0.0056 -0.0170 -0.0310
-0.0420 -0.0098 -0.0126
0.0041 -0.0027 -0.0451
-0.0658 -0.0527 -0.2650
0.0737 -0.0549 0.4491
-0.0315 0.0283 -0.0845
0.6005 -0.1891 2.0536
-0.0130 -0.0039 0.0366
0.0004 0.0227 -0.0403
-0.0003 0.0170 0.0009
-0.0544 0.0678 0.0561
0.0126 0.0019 0.0076
-0.0409 -0.0065 -0.0166

As for the spin multiplicity: 3. The expectation value of S² is 2.02. Its LUMO energy (spin up / spin down) is -2.49 / -2.92 eV. The HOMO energy (spin up / spin down) is -0.3965 / -0.4009 hartree. For the molar mass, the calculation gives 544.00 Da. Its charge is +1. The value obtained for the relative energy (zero: lowest compared OMol25 entry of this formula, charge and spin) is 0.836 eV. The value obtained for the frontier orbital gap (spin up / spin down) is 8.30 / 7.99 eV. Its calculated total energy is -6832.4704 Ha.

Here are the Löwdin charges for atoms 1 to 5, given in e: number 1, V, carries 0.553; number 2, N, carries 0.092; number 3, C, carries -0.795; number 4, S, carries 0.704; number 5, N, carries 0.012

Q: Which formula does entry 1 have?
A: C15H26F4MnN4O7P2S

Q: Which of these has the highest calculated total energy?
A: C15H26N2O10S2

Q: charge of number 2 (C15H26N2O10S2)?
A: 0

Q: Among the records above, which one has the highest calculated total energy?
A: C15H26N2O10S2